(1)
Density functional theory data (wB97M-V/def2-TZVPD) for a molecular structure, C26H33CoN2OSSe2Si.

Results
Relative energy (zero: lowest compared OMol25 entry of this formula, charge and spin) (kJ/mol): 18.23
Orbital gap (spin up / spin down) (hartree): 0.2688 / 0.2665
HOMO energy (spin up / spin down) (hartree): -0.3610 / -0.3640

Geometry as ORCA input:
```
! RIJCOSX wB97M-V def2-TZVPD def2/J DEFGRID3
* xyz 1 4
Co 0.481 0.434 0.020
C 1.553 3.045 2.145
Si -0.279 2.636 2.154
C -0.837 3.049 3.890
C -1.199 3.790 1.010
N -0.452 0.977 1.615
C -1.195 -0.030 2.219
C -1.891 0.080 3.430
C -2.653 -0.958 3.939
C -2.769 -2.158 3.256
C -2.092 -2.313 2.054
C -1.312 -1.274 1.589
O -0.615 -1.365 0.354
C -0.640 -2.589 -0.321
C -1.364 -2.662 -1.495
C -1.421 -3.871 -2.177
C -0.756 -4.984 -1.682
C -0.038 -4.892 -0.498
C 0.021 -3.691 0.196
H 1.712 4.073 2.474
H 2.042 2.940 1.179
H 2.072 2.392 2.852
H -0.503 4.074 4.076
H -0.386 2.418 4.656
H -1.919 3.036 4.018
H -0.957 4.832 1.220
H -2.274 3.663 1.165
H -0.999 3.606 -0.043
H -1.847 1.003 3.982
H -3.172 -0.816 4.877
H -3.379 -2.963 3.637
H -2.184 -3.229 1.491
H -1.890 -1.787 -1.853
H -1.996 -3.941 -3.090
H -0.809 -5.924 -2.213
H 0.467 -5.762 -0.099
H 0.540 -3.624 1.143
C 1.405 -2.242 -3.737
Se 1.814 -0.916 -2.382
C 2.922 -2.079 -1.278
C 3.802 -1.264 -0.358
Se 2.849 -0.060 0.848
C 2.452 -1.242 2.334
H 0.979 -3.128 -3.276
H 2.318 -2.479 -4.277
H 0.682 -1.797 -4.416
H 3.548 -2.664 -1.954
H 2.275 -2.760 -0.725
H 4.476 -0.617 -0.920
H 4.410 -1.905 0.282
H 3.340 -1.834 2.541
H 1.594 -1.869 2.119
H 2.230 -0.600 3.183
S 1.722 3.988 -2.624
C 1.855 2.701 -1.518
N 0.811 1.940 -1.381
C -0.220 2.370 -2.216
C -1.473 1.768 -2.333
C -2.382 2.324 -3.204
C -2.059 3.464 -3.958
C -0.822 4.059 -3.856
C 0.100 3.494 -2.974
H 2.773 2.535 -0.974
H -1.731 0.899 -1.737
H -3.363 1.881 -3.306
H -2.795 3.881 -4.630
H -0.575 4.935 -4.440
*
```

Mulliken population analysis, charges in e, atoms 1 to 6: number 1, Co, carries 0.208; number 2, C, carries -0.796; number 3, Si, carries -0.295; number 4, C, carries -1.339; number 5, C, carries -0.735; number 6, N, carries 0.772

(2)
Density functional theory data (wB97M-V/def2-TZVPD) for a molecular structure, C26H33EuO4 in a non-equilibrium geometry.

Results
Relative energy (zero: lowest compared OMol25 entry of this formula, charge and spin) (kJ/mol): 31.84
Orbital gap (spin up / spin down) (hartree): 0.1998 / 0.2410
HOMO energy (spin up / spin down) (hartree): -0.1107 / -0.1519

Geometry as ORCA input:
```
! RIJCOSX wB97M-V def2-TZVPD def2/J DEFGRID3
* xyz -1 8
O -0.552 1.253 -3.831
C -1.060 0.308 -4.839
C -0.861 1.207 -6.031
H -2.126 0.107 -4.711
H -0.458 -0.603 -4.886
C -0.436 2.203 -4.931
H -1.770 1.495 -6.565
H -0.052 0.931 -6.708
C -1.440 3.341 -4.874
H -2.466 2.957 -4.769
H -1.357 3.880 -5.830
H -1.205 4.060 -4.077
C 0.961 2.683 -5.259
H 1.635 1.829 -5.419
H 1.359 3.362 -4.492
H 0.875 3.256 -6.196
Eu 0.727 0.361 1.480
C 3.422 0.398 2.512
C 3.120 -0.993 2.484
C 2.984 -1.395 1.121
H 3.052 -1.647 3.355
C 3.153 -0.231 0.299
C 3.465 0.867 1.161
H 3.726 1.875 0.845
H 3.670 0.980 3.403
H 2.841 -2.418 0.769
H 3.105 -0.198 -0.793
C -0.053 2.672 3.002
C 1.057 3.052 2.190
C 0.658 2.972 0.818
H 2.031 3.376 2.563
C -0.719 2.553 0.786
C -1.161 2.405 2.143
H -2.176 2.167 2.468
H -0.063 2.639 4.093
H 1.278 3.216 -0.047
H -1.326 2.394 -0.110
O -1.568 -0.920 -2.787
C -0.526 -0.509 -1.836
C 0.532 -1.613 -1.946
H -0.963 -0.478 -0.793
H -0.106 0.488 -2.026
C -0.353 -2.882 -2.060
H 1.287 -1.632 -1.142
H 1.074 -1.436 -2.900
C -1.762 -2.307 -2.376
H -0.340 -3.447 -1.124
H 0.025 -3.527 -2.866
H -2.363 -2.279 -1.452
H -2.333 -2.854 -3.132
O 0.582 -0.231 3.875
C -0.291 -1.130 3.620
O -0.693 -1.356 2.412
C -0.863 -1.940 4.732
C -1.860 -2.895 4.474
C -2.348 -3.685 5.517
C -1.873 -3.505 6.822
C -0.902 -2.526 7.083
C -0.404 -1.735 6.043
H -2.234 -3.027 3.452
H -3.123 -4.433 5.326
H -2.236 -4.135 7.637
H -0.547 -2.357 8.099
H 0.350 -0.963 6.224
*
```

Mulliken population analysis, charges in e, atoms 1 to 6: number 1, O, carries -0.248; number 2, C, carries -0.341; number 3, C, carries -0.842; number 4, H, carries 0.206; number 5, H, carries 0.222; number 6, C, carries 1.406

(3)
Density functional theory data (wB97M-V/def2-TZVPD) for a molecular structure, C26H33InN4O3 in a non-equilibrium geometry.

Results
Relative energy (zero: lowest compared OMol25 entry of this formula, charge and spin) (kJ/mol): 181.86
Orbital gap (hartree): 0.1563
HOMO energy (hartree): -0.5109

Geometry as ORCA input:
```
! RIJCOSX wB97M-V def2-TZVPD def2/J DEFGRID3
* xyz 2 1
In -1.332 0.587 1.705
C -0.674 0.066 6.449
C -0.107 0.256 5.029
C 1.419 0.295 5.072
C -0.661 -0.796 4.092
C 0.161 -1.669 3.333
C -0.384 -2.695 2.581
C -1.768 -2.914 2.536
C -2.351 -3.956 1.643
C -2.596 -2.072 3.287
C -2.071 -1.025 4.026
H -0.187 0.774 7.116
H -0.475 -0.941 6.814
H -1.744 0.252 6.497
H -0.467 1.236 4.685
H 1.820 -0.646 5.447
H 1.744 1.079 5.751
H 1.851 0.501 4.091
H 1.236 -1.572 3.386
H 0.272 -3.360 2.033
H -2.618 -3.476 0.696
H -3.263 -4.380 2.057
H -1.641 -4.749 1.420
H -3.663 -2.255 3.302
H -2.732 -0.407 4.621
O -3.139 1.962 1.638
N -3.714 2.052 0.513
N -3.460 1.237 -0.418
O -2.573 0.301 -0.296
C -4.119 1.454 -1.669
C -4.245 0.410 -2.576
C -4.915 0.644 -3.764
C -5.443 1.899 -4.037
C -5.299 2.939 -3.126
C -4.624 2.725 -1.941
H -3.850 -0.564 -2.325
H -5.035 -0.154 -4.482
H -5.959 2.078 -4.970
H -5.697 3.917 -3.352
H -4.475 3.523 -1.228
C 5.061 1.607 -3.115
C 4.644 0.749 -1.921
N 4.072 -0.533 -2.302
C 4.968 -1.534 -2.878
C 4.749 -1.738 -4.375
C 2.770 -0.866 -2.177
O 2.325 -1.980 -2.389
C 1.821 0.225 -1.733
C 1.474 1.290 -2.558
C 0.580 2.248 -2.096
C 0.026 2.083 -0.841
N 0.319 1.024 -0.084
C 1.186 0.109 -0.507
H 5.399 2.579 -2.761
H 4.233 1.762 -3.806
H 5.880 1.143 -3.661
H 3.940 1.297 -1.296
H 5.532 0.544 -1.318
H 4.775 -2.483 -2.373
H 5.991 -1.219 -2.680
H 3.732 -2.071 -4.568
H 5.433 -2.503 -4.735
H 4.940 -0.820 -4.928
H 1.895 1.364 -3.552
H 0.322 3.099 -2.709
H -0.668 2.802 -0.420
H 1.378 -0.735 0.143
*
```

Mulliken population analysis, charges in e, atoms 1 to 6: number 1, In, carries 1.394; number 2, C, carries -1.507; number 3, C, carries 1.229; number 4, C, carries -1.710; number 5, C, carries -0.232; number 6, C, carries -0.061